The following is a DFT calculation (the ωB97M-V functional and the def2-TZVPD basis) of an isolated molecule of CH7OP3.

The geometry in XYZ format:
```
12
Properties=species:S:1:pos:R:3:forces:R:3
C -0.34955 1.77151 -0.10716 0.9562 -3.3898 -1.9859
O 0.39337 -0.71629 1.73626 -0.3201 -0.0981 0.3174
P 1.96152 -0.70741 -0.89594 0.0120 -0.5752 1.7427
P -1.43466 -1.67216 -0.56591 -0.1293 -0.5812 1.5222
P 0.10770 -0.40496 0.31896 0.4679 3.8201 -0.7379
H -0.61673 2.25527 0.78145 0.4337 0.6439 1.5791
H 0.61343 2.08833 -0.66352 -1.9323 -0.2106 1.0334
H -1.30174 1.78297 -0.68872 1.0911 -0.1259 -0.2007
H 1.92000 -1.88486 -0.01226 0.4037 0.4265 -0.9687
H 2.77410 -0.04037 0.13691 -0.6934 -0.2597 -0.7858
H -1.80731 -1.88531 0.90141 -0.1003 0.4159 -1.9238
H -2.26012 -0.58672 -0.94149 -0.1894 -0.0658 0.4079
```
Forces are in eV/Å.

Values from the calculation:
LUMO level   0.0147 Ha
E_HOMO   -9.2061 eV
Spin multiplicity   1
M   128.0 g mol⁻¹
Net charge   0
SMILES string   CP(=O)(P)P

---

The following is a DFT calculation (the ωB97M-V functional and the def2-TZVPD basis) of a cluster of 2 separate species, CH7OS2 in total.

The geometry in XYZ format:
```
11
Properties=species:S:1:pos:R:3:forces:R:3
O 0.30654 -1.97506 0.20173 -0.4296 -1.8999 2.3878
H 0.74465 0.12795 1.56273 -0.2576 -1.7891 1.5373
H 0.24758 -2.71426 0.90892 0.1169 1.6276 -2.2022
H 0.24899 -2.35452 -0.68094 0.0029 -0.3323 0.1790
C -1.02310 1.17270 0.24255 -1.9094 -1.1366 -1.1683
S 0.68163 0.98434 0.63439 -0.2844 3.5884 1.0083
S 1.35963 -0.04054 -1.21396 1.7359 -0.1838 -4.0086
H -1.78348 0.36728 0.40561 1.2487 0.1227 0.4657
H -1.08672 1.24637 -0.86576 0.3901 0.3780 0.6233
H -1.41274 2.04458 0.71096 -0.2320 0.8159 0.2321
H 1.71703 1.14116 -1.90622 -0.3815 -1.1908 0.9455
```
Forces are in eV/Å.

Values from the calculation:
LUMO level (spin up / spin down)   0.0191 / 0.0132 Ha
E_HOMO (spin up / spin down)   -5.6014 / -8.4584 eV
Spin multiplicity   2
M   99.2 g mol⁻¹
Net charge   0

---

The following is a DFT calculation (the ωB97M-V functional and the def2-TZVPD basis) of a cluster of 2 separate species, CH7PSi in total.

The geometry in XYZ format:
```
10
Properties=species:S:1:pos:R:3:forces:R:3
C 1.15617 -0.02387 -1.34092 2.8279 -0.2502 1.2507
Si 2.15552 -1.11979 -0.41075 0.2566 0.3556 -0.2148
P -2.76842 0.46221 1.10261 0.0579 -0.0176 1.4098
H -3.88299 1.35294 1.17547 0.2303 -0.2235 -0.4622
H 0.14637 0.26260 -1.23152 -1.0522 -0.2481 -0.1107
H 1.80961 0.78933 -1.70879 -0.4821 -0.4182 -0.1497
H 3.73408 -0.96556 -0.40809 -1.7256 -0.1832 -0.1871
H 1.72082 -2.32348 0.42314 0.1564 0.7489 -0.5833
H -1.85292 1.44083 0.74811 0.4581 0.6914 0.3530
H -2.75643 0.15148 -0.22101 -0.7274 -0.4551 -1.3058
```
Forces are in eV/Å.

Values from the calculation:
LUMO level   0.0100 Ha
E_HOMO   -8.7281 eV
Spin multiplicity   1
M   78.1 g mol⁻¹
Net charge   0
SMILES string   C=[SiH2].P

---

The following is a DFT calculation (the ωB97M-V functional and the def2-TZVPD basis) of a cluster of 2 separate species, CH8BN3 in total.

The geometry in XYZ format:
```
13
Properties=species:S:1:pos:R:3:forces:R:3
B -0.86663 0.13290 -0.37790 0.1132 4.0068 0.0068
C 2.28286 -0.23731 0.34638 -1.1717 -0.1753 0.5045
N -1.48107 1.45722 -0.13424 -0.2047 -1.8751 0.3825
N -1.19040 -0.93819 0.41374 -1.5392 -1.6920 1.8701
N 0.25999 0.19796 -1.27608 1.2518 -1.5811 -1.2734
H 1.37061 -0.83806 0.51626 0.8751 0.5529 0.3380
H 3.02176 -0.70665 -0.28796 0.1251 0.3734 -0.0182
H 2.52473 0.61656 1.01987 -0.2813 -0.8328 -0.8916
H -2.26580 1.51480 0.51212 0.3758 0.3693 -0.4806
H -1.17929 2.32005 -0.55762 0.0014 -0.2784 0.0732
H -1.84808 -0.81828 1.17596 0.0924 0.1250 -0.1956
H -1.14146 -1.91576 0.21277 0.4802 -0.1770 -0.4102
H 0.51278 -0.78522 -1.56330 -0.1181 1.1843 0.0946
```
Forces are in eV/Å.

Values from the calculation:
LUMO level (spin up / spin down)   -0.0196 / 0.0160 Ha
E_HOMO (spin up / spin down)   -8.5334 / -9.2844 eV
Spin multiplicity   1
M   72.9 g mol⁻¹
Net charge   0

---

The following is a DFT calculation (the ωB97M-V functional and the def2-TZVPD basis) of a structure of composition CH8ClNiO7.

The geometry in XYZ format:
```
18
Properties=species:S:1:pos:R:3:forces:R:3
Ni -0.42325 -0.36749 0.47255 -1.3575 -0.5322 -0.4546
C -1.25872 0.89958 -2.18328 -2.4764 -2.8709 2.1957
O -1.57438 0.42728 -3.27716 -0.9798 -1.9084 -2.9021
O -0.65997 1.90982 -2.25661 4.3094 6.0053 -0.3439
O -1.61816 0.39185 -1.09771 -0.1256 -1.5714 2.0622
Cl -2.07955 -1.98480 1.44782 1.1615 0.8850 -0.4862
O 0.45631 -1.72010 -0.86979 0.1128 -0.3793 -0.1582
H 1.26186 -1.67963 -1.38524 0.2120 0.4193 -0.0744
H 0.02436 -2.52269 -1.16220 -0.5913 -0.2289 0.1476
O 1.04017 -1.03151 1.76846 0.4992 0.1525 0.4970
H 1.97916 -0.92564 1.61571 0.2195 0.1571 -0.3068
H 0.98454 -1.54574 2.57389 -0.6293 -0.3483 0.1907
O 1.19129 0.90042 -0.31819 0.4310 -0.2982 0.3018
H 2.09564 1.21181 -0.35615 0.2448 -0.0562 0.2238
H 0.74014 1.38905 -1.00664 -0.7878 0.6383 -0.8765
O -0.71959 1.23707 1.77680 -0.0548 0.1591 0.2323
H -1.17695 2.06775 1.64642 -0.3791 0.0865 -0.4657
H -0.26291 1.34296 2.61134 0.1916 -0.3092 0.2171
```
Forces are in eV/Å.

Values from the calculation:
LUMO level (spin up / spin down)   -0.0249 / -0.0468 Ha
E_HOMO (spin up / spin down)   -8.9036 / -8.8490 eV
Spin multiplicity   4
M   226.2 g mol⁻¹
Net charge   0

---

The following is a DFT calculation (the ωB97M-V functional and the def2-TZVPD basis) of a cluster of 2 separate species, CH8N2O in total.

The geometry in XYZ format:
```
12
Properties=species:S:1:pos:R:3:forces:R:3
N -2.08919 0.25848 0.11647 0.2426 0.0955 1.6435
C -0.72039 -0.11981 0.42078 -0.0531 -0.3004 0.5721
N 0.20017 0.08567 -0.68303 -1.2868 0.3804 -0.5537
H -2.82489 -0.35695 0.48749 0.1081 -0.1618 -0.8593
H -2.36557 1.24068 0.21280 0.2632 -0.0297 -0.7753
H -0.39506 0.48773 1.27649 -0.0375 0.0005 -0.0942
H -0.72324 -1.16288 0.71883 0.0861 -0.0758 -0.0113
H -0.04311 -0.46962 -1.50279 0.0778 -0.1633 0.1203
H 0.17339 1.05493 -0.97565 0.4796 0.3178 -0.1108
H 3.26717 -0.48675 0.67160 0.1624 -0.0254 0.0146
H 2.32957 -0.06184 -0.45541 0.3004 -0.1482 0.0619
O 3.19115 -0.46964 -0.28759 -0.3428 0.1104 -0.0075
```
Forces are in eV/Å.

Values from the calculation:
LUMO level (spin up / spin down)   -0.1478 / -0.3537 Ha
E_HOMO (spin up / spin down)   -14.3587 / -14.3125 eV
Spin multiplicity   2
M   64.1 g mol⁻¹
Net charge   +1

---

The following is a DFT calculation (the ωB97M-V functional and the def2-TZVPD basis) of a cluster of 3 separate species, CH8N2O2 in total.

The geometry in XYZ format:
```
13
Properties=species:S:1:pos:R:3:forces:R:3
N -1.09153 -1.15431 -0.15060 1.7087 -0.1960 0.7777
C 0.14626 -1.71178 0.07633 -0.9990 0.6542 -1.0455
N 1.24362 -1.08322 -0.14031 -0.4122 -0.9868 0.1730
H -1.21625 -0.15270 -0.00756 -0.5855 -0.3538 -0.4056
H -1.79662 -1.85617 -0.16376 -0.9557 0.4954 0.3296
H 0.02047 -2.75994 0.36815 0.5900 -0.0896 -0.2981
H 1.97651 -1.78159 -0.15802 0.4597 0.2215 0.5339
H -0.41844 1.87248 -0.28546 0.0887 0.5505 0.5098
H -1.59495 2.89868 -0.01526 0.3657 -0.3672 -0.0407
O -1.37285 1.96551 -0.13059 -0.7120 -0.1770 -0.2877
H 1.66429 1.50415 -0.44891 0.1328 0.2887 0.2002
H 1.18735 0.64754 0.63357 0.0952 0.6040 -0.0468
O 1.25213 1.61135 0.42242 0.2235 -0.6440 -0.3998
```
Forces are in eV/Å.

Values from the calculation:
LUMO level   0.0318 Ha
E_HOMO   -9.6100 eV
Spin multiplicity   1
M   80.1 g mol⁻¹
Net charge   0
SMILES string   [H]/N=C/N.O.O

---

The following is a DFT calculation (the ωB97M-V functional and the def2-TZVPD basis) of a cluster of 2 separate species, CH8N2OSi in total.

The geometry in XYZ format:
```
13
Properties=species:S:1:pos:R:3:forces:R:3
C 1.94620 0.75705 -0.14481 1.7055 -0.6193 -0.2251
N -2.36487 0.10081 0.77699 0.0163 -1.3375 -0.5464
N 0.67475 -1.11320 0.43859 -2.9774 3.5260 -0.8211
O 1.66840 -0.59230 -0.45207 -1.6503 -1.4283 -0.0527
Si -1.46251 -0.44106 -0.62843 2.4872 0.5924 2.7435
H 2.43341 1.12767 -1.02254 -0.4196 0.5332 -1.1208
H 2.83356 0.68922 0.44973 0.1964 0.5043 1.5955
H 1.19774 1.45524 0.21705 -0.3781 -0.5594 0.0967
H -2.10254 1.00807 1.09616 0.2511 0.5332 0.2412
H -2.36321 -0.53866 1.57605 -0.1537 0.3549 -0.4275
H 0.57806 -2.09303 0.41960 1.0595 -1.6826 -0.9052
H -0.70017 0.71834 -1.11285 -0.3273 0.0555 -0.5056
H -2.33881 -1.07817 -1.61345 0.1903 -0.4725 -0.0727
```
Forces are in eV/Å.

Values from the calculation:
LUMO level (spin up / spin down)   0.0062 / 0.0062 Ha
E_HOMO (spin up / spin down)   -7.7970 / -7.7981 eV
Spin multiplicity   1
M   92.2 g mol⁻¹
Net charge   0

---

The following is a DFT calculation (the ωB97M-V functional and the def2-TZVPD basis) of a cluster of 2 separate species, CH8N2S in total.

The geometry in XYZ format:
```
12
Properties=species:S:1:pos:R:3:forces:R:3
S 1.62953 5.08554 0.92248 -0.2161 0.4045 -0.5161
H 0.51177 5.81983 0.69886 0.3402 -0.2538 0.1202
H 2.14793 5.45754 -0.27398 -0.1234 -0.1502 0.3964
N -1.50582 -4.76281 -0.56198 0.2169 -0.1665 -0.4855
C -1.59920 -3.32588 -0.74492 0.8042 1.1515 0.6146
N -0.38723 -2.52910 -0.46458 -0.2180 -0.2053 -0.7980
H -0.78854 -4.90783 0.12422 0.0518 -0.1567 0.8870
H -1.06174 -5.20332 -1.35870 -0.2896 0.0831 -0.4841
H -1.92869 -3.04272 -1.73915 -0.1981 -0.3069 -0.1356
H -2.29358 -2.90301 -0.02151 -0.4655 -0.3094 -0.0976
H 0.38110 -2.72547 -1.10324 -0.1640 -0.0687 0.2802
H -0.09543 -2.66319 0.48746 0.2615 -0.0218 0.2185
```
Forces are in eV/Å.

Values from the calculation:
LUMO level   0.0385 Ha
E_HOMO   -9.1163 eV
Spin multiplicity   1
M   80.2 g mol⁻¹
Net charge   0
SMILES string   NCN.S

---

The following is a DFT calculation (the ωB97M-V functional and the def2-TZVPD basis) of a cluster of 2 separate species, CH8N2S2 in total.

The geometry in XYZ format:
```
13
Properties=species:S:1:pos:R:3:forces:R:3
S 3.20974 -2.92029 0.68367 0.0627 0.0414 0.8023
S 1.27044 -3.48172 0.17397 -0.1895 0.2319 0.3296
H 3.09331 -3.30259 1.98719 0.1117 0.0535 -0.6081
H 1.63865 -3.70163 -1.07363 -0.0010 -0.3008 -0.5413
N -1.32894 0.36548 0.16498 -2.2730 -2.7017 -2.4415
C -1.15193 1.74052 0.33561 -0.4556 2.2384 1.9698
N -0.60907 2.57159 -0.75054 0.5213 -0.5874 -1.0499
H -2.13917 0.35295 -0.46412 -0.0327 -0.8615 0.3351
H -0.68211 -0.24879 -0.36371 0.3862 1.1943 0.8212
H -0.57999 1.72250 1.32003 -0.1997 1.5100 -1.3518
H -2.23140 2.21673 0.53802 2.3306 -1.2015 -0.1001
H -0.88533 2.20548 -1.69001 -0.4833 0.3329 1.1652
H 0.39579 2.47977 -0.86146 0.2223 0.0505 0.6694
```
Forces are in eV/Å.

Values from the calculation:
LUMO level   0.0075 Ha
E_HOMO   -8.7800 eV
Spin multiplicity   1
M   112.2 g mol⁻¹
Net charge   0
SMILES string   NCN.SS

---

The following is a DFT calculation (the ωB97M-V functional and the def2-TZVPD basis) of a cluster of 2 separate species, CH8N3O in total.

The geometry in XYZ format:
```
13
Properties=species:S:1:pos:R:3:forces:R:3
N -2.25165 -0.02323 -0.65492 0.5352 -0.1317 -0.3925
H -2.53916 0.68218 0.01374 -0.1169 0.1125 0.0855
H -2.86894 -0.82934 -0.59913 -0.0385 -0.0501 0.0305
H -2.27539 0.35577 -1.60718 -0.2375 -0.0245 0.2402
H -1.19632 -0.31412 -0.51581 -0.1511 0.0005 -0.2611
N 1.91964 -0.97794 0.76045 0.1508 0.3938 -0.4026
C 1.00626 -0.18112 0.16209 0.2614 -0.5331 0.1187
N 0.89588 1.10198 0.64650 0.5515 -0.5554 -0.1973
O 0.26702 -0.64575 -0.72693 -0.4385 0.4180 0.4175
H 2.18563 -1.80006 0.23712 -0.1381 -0.0381 0.1881
H 2.63053 -0.56892 1.34580 -0.0251 -0.1097 0.0599
H 1.79578 1.47077 0.91584 -0.1112 0.2823 0.3998
H 0.43074 1.72978 0.02244 -0.2420 0.2356 -0.2868
```
Forces are in eV/Å.

Values from the calculation:
LUMO level   -0.1271 Ha
E_HOMO   -14.7338 eV
Spin multiplicity   1
M   78.1 g mol⁻¹
Net charge   +1

---

The following is a DFT calculation (the ωB97M-V functional and the def2-TZVPD basis) of the ion CH8N3OSi with charge +1.

The geometry in XYZ format:
```
14
Properties=species:S:1:pos:R:3:forces:R:3
C 1.09353 0.03150 0.72596 0.0646 -1.0234 -1.4796
N 1.89322 -0.51159 1.62558 0.5134 -0.7620 0.5541
N 0.45199 -0.77912 -0.10542 -1.2448 3.1700 -1.4685
N -0.33140 -0.15653 -1.10139 -1.8703 1.6077 0.7534
O 1.07991 1.32645 0.53764 -1.8254 0.1048 -1.6037
Si -2.16464 0.55153 -0.78771 2.8583 -2.7006 0.0607
H 2.06544 -1.56784 1.69606 -0.3112 2.5298 -0.3069
H 2.62135 0.15539 1.82136 0.5195 -0.3869 0.9328
H 0.14993 -1.67088 0.08647 -0.1440 -2.5176 1.1934
H 0.38089 1.58807 -0.25255 2.3340 -1.4078 2.1580
H -0.31262 -0.72880 -1.91133 0.3362 -0.3790 -0.8217
H -1.77901 1.93698 -0.53357 -0.5377 0.2440 0.3677
H -2.67544 0.28750 -2.15460 -0.3025 0.1874 0.4701
H -2.47315 -0.46266 0.35349 -0.3902 1.3336 -0.8098
```
Forces are in eV/Å.

Values from the calculation:
LUMO level   -0.1320 Ha
E_HOMO   -13.8085 eV
Spin multiplicity   1
M   106.2 g mol⁻¹
Net charge   +1
SMILES string   N/C(O)=[NH+]/N[SiH3]